{
  "formula": "C43H38GeIN9SSeTi",
  "method": "the ωB97M-V functional and the def2-TZVPD basis",
  "lumo_energy_ha": [-0.356, -0.360],
  "relative_energy_kcal_mol": 46.3,
  "spin_multiplicity": 2,
  "charge": 3,
  "gap_ev": [5.819, 5.750],
  "e_homo_ev": [-15.50, -15.54],
  "symbols": ["C", "C", "H", "C", "Ge", "H", "C", "C", "C", "H", "N", "C", "Ti", "H", "C", "H", "H", "H", "C", "C", "C", "Se", "H", "H", "C", "N", "N", "H", "S", "C", "N", "H", "H", "C", "H", "H", "C", "C", "N", "C", "C", "C", "H", "H", "H", "C", "H", "H", "C", "C", "C", "H", "C", "C", "C", "C", "C", "C", "H", "C", "H", "C", "H", "N", "C", "C", "C", "N", "H", "C", "H", "H", "H", "H", "N", "C", "I", "C", "H", "C", "H", "C", "H", "H", "H", "H", "C", "H", "C", "H", "C", "C", "H", "N", "H"],
  "positions_angstrom": [[0.9442, 2.2004, -5.0751], [-2.7550, -2.8021, -0.2444], [4.2409, -4.7492, 1.7620], [-1.1304, 0.1047, 3.0970], [-1.4647, 1.0958, 1.5004], [-2.8182, -0.8024, 5.8958], [2.4918, 0.4701, -4.1514], [3.6802, -0.2584, -4.1746], [3.5152, -0.6106, 1.6166], [0.5349, 5.1765, -0.8084], [-2.2911, -1.5878, -0.9529], [4.0643, 1.6762, 1.7267], [-0.0146, -1.2654, -0.8555], [-5.2897, 3.7623, -0.1851], [-1.2969, 2.4721, -4.0257], [1.0033, -0.1177, 2.8203], [-2.4587, -3.6796, -0.8177], [0.8095, -3.0987, -2.5693], [-0.2419, 3.3950, 0.0850], [-5.9683, 1.8102, 0.3958], [-0.0417, 1.8657, -4.0585], [2.2054, 3.1462, -7.0082], [-3.8429, -2.8242, -0.1584], [-0.6146, 3.0129, -0.8564], [-5.0039, 2.7885, 0.1879], [1.3582, -4.4606, 0.0846], [1.7404, -0.7690, -2.2304], [-4.0369, -0.6660, 1.6402], [2.8612, -6.4295, 0.6867], [-4.2853, 0.2964, 1.2049], [1.8313, -1.5451, 0.3898], [-0.0484, 2.6523, 3.4066], [2.9961, -2.2533, -1.5591], [3.0417, 1.9550, 0.8070], [1.4730, 1.1966, -0.4335], [-2.5002, 0.8333, -1.3757], [1.5443, 0.1777, -3.1673], [3.8643, -1.2456, -3.2340], [-0.6478, -2.5038, 0.8778], [-0.7205, -1.1137, 5.5610], [0.1541, -0.3151, 3.4676], [0.0690, 3.1974, 2.4783], [4.1663, -2.5188, 2.3179], [4.6729, 2.4868, 2.1007], [1.3449, -1.2373, 4.9895], [0.4041, 4.6176, 0.1083], [-0.1705, -3.3636, 0.5688], [-7.0054, 2.0199, 0.1728], [2.1960, 1.5101, -5.1241], [2.8733, -1.4664, -2.2877], [0.6989, 4.4341, 2.4949], [-3.1775, 2.5057, -2.9797], [-0.4220, 2.6809, 1.2739], [4.3255, 0.3862, 2.1453], [0.3520, -0.9265, 4.6938], [3.3228, -4.8822, 1.2152], [0.8697, 5.1398, 1.3131], [-2.0790, -2.7948, 1.1094], [-2.5613, -1.6379, -1.9376], [-3.6748, 2.5217, 0.4736], [-1.5428, 3.2239, -4.7639], [2.4080, -3.9521, 0.8082], [-2.8257, -0.8157, -0.5586], [3.5098, -1.9854, 1.7700], [0.2673, 0.8843, -3.1117], [-3.2998, 1.2714, 0.9922], [-1.7999, 1.1068, -2.1455], [-0.6051, 0.5090, -2.1425], [-2.9351, 3.2960, 0.3209], [1.4783, -5.7504, -0.0469], [0.7646, -6.3635, -0.5765], [-2.4805, -2.0025, 1.7479], [-0.7071, -3.6433, -1.8819], [-6.3661, -0.1841, 1.0872], [0.7549, 3.1169, -5.9944], [2.4729, -0.3471, 0.7294], [-1.1931, -2.3545, -4.1408], [-1.9923, -0.6801, 5.2092], [1.3631, 6.1018, 1.3262], [-0.1985, -2.7783, -2.3080], [-3.1971, 0.2672, 3.7221], [2.5228, -2.5065, 1.0094], [2.8832, 2.9758, 0.4877], [-2.2182, -3.7403, 1.6368], [1.0545, 4.8416, 3.4308], [4.7587, -1.8510, -3.2219], [-2.1879, 2.0782, -3.0533], [5.1288, 0.1670, 2.8343], [-2.2041, -0.0797, 3.9769], [-0.5596, -1.5831, 6.5217], [-5.6093, 0.5663, 0.9067], [2.2394, 0.9557, 0.2935], [4.4209, -0.0436, -4.9329], [3.0131, 1.8709, -6.0840], [-0.2058, -2.2348, 1.7539]]
}


{
  "formula": "C43H39Cl2N2P3Pt",
  "method": "the ωB97M-V functional and the def2-TZVPD basis",
  "lumo_energy_ha": [-0.202, -0.245],
  "relative_energy_kcal_mol": 35.3,
  "spin_multiplicity": 3,
  "charge": 2,
  "gap_ev": [7.026, 6.225],
  "e_homo_ev": [-12.53, -12.90],
  "symbols": ["C", "H", "C", "H", "H", "C", "C", "H", "H", "C", "C", "C", "C", "Cl", "H", "N", "H", "C", "H", "H", "H", "C", "H", "H", "H", "C", "C", "C", "C", "C", "C", "H", "H", "H", "Pt", "H", "C", "C", "C", "H", "C", "C", "C", "H", "H", "H", "C", "C", "H", "H", "P", "H", "H", "C", "H", "H", "P", "H", "C", "H", "C", "H", "H", "C", "C", "C", "H", "C", "C", "C", "H", "C", "C", "C", "H", "C", "C", "H", "C", "H", "C", "C", "C", "P", "Cl", "H", "N", "H", "H", "C"],
  "positions_angstrom": [[-0.5370, -2.3359, -2.4674], [-4.7186, 2.0956, 0.3229], [4.3530, 5.3381, -0.4573], [-3.9180, 3.5453, -1.5775], [3.1271, 2.9387, 2.3145], [4.3423, 4.6433, 1.8523], [4.3648, -2.1698, -0.4588], [2.8380, -5.0334, 1.9805], [0.2366, -2.1091, -1.7427], [-2.8460, -2.4081, -3.1035], [3.1157, -3.5711, 3.5287], [3.4632, 3.6182, 1.5387], [-5.0550, -0.9986, -0.4405], [4.4307, -0.7545, 0.5865], [3.1617, 4.1802, -1.8074], [0.3775, 3.1399, -0.2406], [4.6884, 4.7689, 2.8695], [4.7832, 5.5017, 0.8544], [1.5013, -0.6082, 3.7348], [4.7068, 6.0070, -1.2308], [3.1623, -1.9526, 4.9358], [-1.8726, -2.0757, -2.1648], [-3.3885, -3.8803, 0.2008], [-3.8931, -2.2287, -2.8919], [1.2070, -3.6863, 0.7406], [-3.6707, 2.3104, 0.1749], [-1.8739, 3.3406, -1.0219], [2.6979, 0.3924, -4.2640], [1.2297, -2.0516, 2.1547], [-1.0258, 2.4199, 3.2819], [3.0260, 3.4540, 0.2245], [-4.8789, 0.0261, -0.7508], [0.8692, -3.1261, -3.8814], [4.3295, 1.6772, -1.5792], [1.0984, -0.0697, -0.5836], [3.8426, -4.1641, 4.0679], [1.7913, -1.5729, 3.3355], [-0.9512, 2.8100, -0.1108], [-1.2892, -0.3716, 3.4249], [-5.6859, -4.6592, 0.5870], [-1.6124, 1.8598, 4.3639], [-3.2182, 3.1146, -0.8735], [-6.3556, -1.4466, -0.2422], [-0.8571, -3.0477, 0.2094], [-7.1902, -0.7723, -0.3854], [-0.8786, -3.6999, -5.5442], [2.1788, 1.6436, -1.8201], [-1.1520, -3.2407, -4.6034], [-1.8711, -2.3976, 1.4900], [4.2703, -3.0526, 0.1592], [-2.3083, -1.1990, -0.6192], [-3.2525, -3.2471, -5.0308], [0.5711, 0.3056, -4.5147], [3.4783, 4.3128, -0.7789], [-1.9432, 2.4881, 5.1807], [-3.0103, 1.1539, 1.8587], [0.1045, -1.0479, 1.1573], [4.7754, 0.6320, -3.7578], [-1.2626, -2.1255, 0.6261], [-1.4955, 3.9352, -1.8427], [1.6237, -3.2972, 1.6622], [5.2546, -2.1960, -1.0743], [0.0961, 1.5276, -2.4366], [-0.5757, 1.6074, 2.1060], [-2.7467, 1.7890, 1.0248], [-0.6708, 0.1216, 2.3102], [-1.3587, -1.4454, 3.5669], [-1.7925, 0.4585, 4.4447], [3.7545, 0.7970, -3.4382], [-6.5803, -2.7604, 0.1365], [2.9123, -0.0851, -5.2113], [2.5555, -4.0566, 2.3532], [3.5076, 1.3915, -2.2234], [-4.2132, -3.1844, 0.0944], [0.4443, 1.8764, 1.8507], [1.1195, 1.2509, -2.6625], [1.3935, 0.6088, -3.8803], [0.5024, 3.9846, -0.7850], [-3.9721, -1.8589, -0.2726], [-2.2748, 0.0174, 5.3056], [-2.4847, -2.9863, -4.3140], [-0.1736, -2.9162, -3.6733], [-5.5079, -3.6299, 0.3039], [1.8057, 2.1728, -0.1171], [2.9611, -2.1397, -1.5709], [5.4722, 6.3002, 1.0972], [-1.4173, 2.0539, 0.9086], [-0.8871, 3.4928, 3.2137], [-7.5912, -3.1129, 0.2951], [2.7333, -2.3301, 4.0169]]
}


{
  "formula": "C43H39CoI2N6OP2Se2Si",
  "method": "the ωB97M-V functional and the def2-TZVPD basis",
  "lumo_energy_ha": [0.072, 0.035],
  "relative_energy_kcal_mol": 10.8,
  "spin_multiplicity": 2,
  "charge": -1,
  "gap_ev": [7.007, 6.633],
  "e_homo_ev": [-5.03, -5.68],
  "symbols": ["N", "H", "C", "H", "Si", "C", "C", "C", "C", "C", "C", "C", "H", "P", "Se", "C", "C", "H", "C", "H", "H", "H", "H", "H", "H", "H", "C", "C", "H", "H", "H", "C", "C", "C", "C", "H", "C", "I", "C", "Se", "H", "H", "H", "H", "C", "I", "H", "C", "H", "H", "C", "C", "N", "C", "H", "H", "Co", "H", "H", "N", "C", "H", "N", "C", "C", "C", "C", "C", "C", "C", "C", "H", "C", "H", "H", "H", "C", "C", "H", "C", "C", "N", "N", "H", "H", "C", "P", "H", "H", "C", "C", "H", "H", "C", "H", "O", "C"],
  "positions_angstrom": [[-2.5417, 0.1397, 0.6402], [1.8419, 2.5212, 3.5258], [3.9992, 3.2359, 1.0171], [-0.6457, -2.0604, 3.1825], [-1.5335, -3.0682, -1.7431], [2.8331, -1.0836, 1.4813], [-2.6122, -1.3886, 6.4455], [-1.3918, -3.4599, 0.0872], [-1.1806, -1.8744, 4.1121], [-0.3894, -4.2315, -2.6897], [0.9671, -1.7967, -5.8105], [1.7394, -0.5901, 4.8557], [-4.0212, -3.2126, -1.5787], [-0.4630, 0.7999, 3.7575], [0.8635, 0.7529, -2.1988], [-2.5032, -2.6818, 5.9545], [-2.6071, 4.2648, -0.8915], [4.0052, 1.2077, 0.3054], [1.2211, 3.0550, 0.9387], [-0.5656, -4.1402, -3.7733], [2.8808, -0.2480, 2.1673], [0.6742, -4.0311, -2.5045], [4.2192, 2.2841, 4.1448], [-2.9852, -3.5036, 6.4747], [0.1364, 2.9824, 0.9071], [-2.4506, 1.5469, -6.7684], [-0.8396, 0.4028, 2.0150], [2.7549, -3.2203, -0.2951], [1.2136, 5.0822, 1.6348], [-3.1535, 2.2836, -0.3600], [-3.0225, 1.8108, -4.3426], [-0.6664, -0.3259, -4.9079], [-1.8941, 6.5238, -1.6006], [1.8283, 4.2351, 1.3479], [0.6809, -1.3352, -7.1077], [5.0830, 3.3094, 1.0468], [2.0081, 1.9610, 0.5817], [-5.4354, 2.6021, -3.5015], [-2.2561, 1.1461, -4.7301], [-1.0662, 2.7375, 4.3098], [0.4925, -1.6704, -3.6991], [-3.2689, 4.7145, -0.1583], [-2.0523, -2.7883, 0.6577], [-1.7170, -3.9329, 4.3830], [-2.0043, -0.3318, 5.7726], [-4.1644, -0.0827, -2.2228], [-3.3413, -4.6570, -2.3742], [2.1060, -2.0321, -0.6137], [4.0217, -2.3566, 2.7316], [-0.2847, 2.6873, -3.5133], [-0.9483, 3.1060, -2.7719], [-1.8345, 5.0796, -1.7174], [-1.9771, 1.0386, -6.0480], [3.0740, -0.7133, 5.2327], [3.6911, 5.2481, 1.7067], [3.4084, -1.6129, 5.7410], [-1.5280, 0.3263, -2.0286], [1.2303, -1.7373, -7.9522], [-0.5926, -5.2767, -2.4025], [-1.9310, 7.6733, -1.5099], [-0.2926, -0.3795, -7.3268], [-3.1805, -1.1976, 7.3492], [-1.5014, 0.3640, -4.0115], [-1.7873, -2.9262, 4.7838], [3.5292, 1.4717, 4.3420], [2.1345, -0.9641, 0.2776], [3.3980, 2.0536, 0.6077], [3.4833, -2.2732, 1.7942], [3.4393, -3.3422, 0.9068], [1.2937, 0.5610, 4.2061], [-2.5345, 2.8854, -1.0124], [1.5592, -1.9247, -1.5446], [3.2156, 4.3237, 1.3891], [-0.5285, -0.0250, -8.3253], [2.7174, -4.0577, -0.9838], [-1.6819, -4.5008, 0.3087], [-0.9591, 0.1025, -6.2033], [-3.2572, -3.5612, -2.2871], [-2.0985, 0.6878, 6.1290], [-1.2870, -0.5750, 4.6123], [-0.3832, 0.4401, 0.6998], [-2.1924, 0.1991, 1.9126], [-1.4528, 0.2980, -0.1019], [-3.4882, -3.1199, -3.2673], [-0.3626, -3.3080, 0.4423], [2.1952, 1.6033, 3.9758], [1.1776, 0.5301, -0.1294], [3.9402, -4.2724, 1.1543], [5.0146, 0.2117, 5.2584], [0.3028, -1.3073, -4.6998], [3.9724, 0.3107, 4.9664], [-0.3943, 5.1106, -3.3129], [1.7263, -2.5596, -5.6787], [-1.6997, 2.2703, -1.9429], [1.0510, -1.3969, 5.0667], [-1.1695, -1.5347, -2.0306], [-1.0040, 4.4881, -2.6671]]
}